Below is a structure of composition C39H35N5O2Pb, with properties calculated with wB97M-V/def2-TZVPD.

Energy above the lowest of the compared OMol25 structures with the same formula, charge and spin   25.78 kcal/mol
E_HOMO   -0.488 hartree
Kohn-Sham gap   6.6742 eV
Total charge   +2

The geometry in XYZ format:
```
82
Properties=species:S:1:pos:R:3:forces:R:3:lowdin_charge:R:1
Pb -0.704505 1.227177 -0.746924 -0.18 0.13 0.03 1.4233
C -1.178205 0.769354 2.720742 0.02 0.08 0.07 -0.0273
O -0.551745 1.844343 1.990083 -0.11 -0.41 -0.05 -0.2027
C -0.643531 3.093762 2.517511 0.03 -0.09 -0.02 -0.2230
C -1.487789 3.462597 3.549808 -0.15 -0.01 0.10 0.0180
C -1.493517 4.776305 4.000115 0.06 0.11 -0.04 -0.0215
C -0.663244 5.740366 3.437335 -0.06 -0.11 0.06 -0.0401
C 0.188451 5.377354 2.412112 0.10 0.02 -0.19 0.0181
C 0.185372 4.063855 1.964199 0.12 0.20 -0.13 -0.1047
N 1.058553 3.691285 0.893236 -0.09 0.31 0.09 -0.0690
N 1.249060 4.293654 -0.212783 0.00 -0.09 0.23 0.2763
C 2.304352 3.705675 -0.801483 0.00 0.11 -0.09 -0.1363
C 2.749714 2.696421 0.048058 0.22 -0.08 -0.19 -0.1747
O 1.975926 2.699476 1.134460 -0.04 -0.05 0.13 0.1655
C 3.822525 1.846369 -0.236907 0.01 -0.04 0.13 0.0355
C 4.438712 2.099552 -1.426999 0.07 -0.01 -0.07 0.0425
C 4.036675 3.128090 -2.346474 -0.02 -0.05 0.03 -0.1394
C 4.728319 3.320784 -3.555577 0.06 -0.06 0.01 -0.0032
C 4.331535 4.300367 -4.430036 -0.04 0.07 -0.06 -0.0342
C 3.231718 5.119959 -4.131222 0.04 -0.01 -0.06 -0.0294
C 2.535151 4.960048 -2.956400 -0.02 0.00 0.06 0.0007
C 2.935663 3.966395 -2.058299 -0.05 0.01 0.03 -0.0935
H -0.834069 0.775542 3.754192 0.01 0.03 0.01 0.1169
H -2.263107 0.851266 2.670706 -0.02 0.00 -0.01 0.0967
H -0.855230 -0.146671 2.233750 -0.02 0.02 -0.02 0.0729
H -2.157492 2.742737 3.999214 0.05 0.00 -0.02 0.1240
H -2.162713 5.047413 4.806449 0.02 0.00 -0.02 0.1260
H -0.670069 6.758925 3.799594 -0.02 -0.04 0.00 0.1231
H 0.858971 6.092280 1.950509 -0.04 -0.01 0.03 0.1316
H 4.143741 1.066275 0.438587 -0.04 0.05 -0.03 0.1289
H 5.291248 1.488998 -1.703134 -0.02 0.03 -0.03 0.1351
H 5.579614 2.691207 -3.785783 -0.03 0.02 0.01 0.1267
H 4.870640 4.446878 -5.356788 -0.02 0.00 0.02 0.1216
H 2.933046 5.887203 -4.833771 0.01 -0.01 0.03 0.1220
H 1.691425 5.594790 -2.715756 0.03 -0.01 -0.03 0.1245
C 0.363441 -5.481408 0.705296 -0.03 0.00 -0.06 -0.0256
C -0.881647 -5.519803 -0.141222 0.05 0.02 0.07 -0.2009
C -1.645253 -6.676137 -0.252627 -0.03 -0.06 0.01 -0.0191
C -2.794016 -6.713802 -1.029701 0.00 0.04 0.00 -0.0504
C -3.192109 -5.587483 -1.735547 -0.01 -0.03 0.00 -0.0604
C -2.436329 -4.428413 -1.657900 0.00 0.00 -0.11 -0.0389
C -1.303172 -4.396425 -0.853707 0.03 -0.03 0.12 -0.1992
N -0.506577 -3.208047 -0.768948 0.14 -0.05 -0.15 0.1685
C -0.940484 -1.965133 -0.500175 -0.04 0.09 0.06 -0.3583
N -2.232127 -1.855814 -0.145391 -0.08 0.20 0.02 0.1622
C -3.068963 -0.743684 0.146195 0.04 -0.11 0.00 -0.2225
C -2.730455 0.578640 -0.136687 0.20 -0.14 -0.07 -0.3398
C -3.656049 1.579720 0.165220 -0.03 0.11 0.00 -0.1615
C -4.881197 1.279985 0.730453 -0.01 -0.01 0.00 -0.0644
C -5.190428 -0.046390 1.008468 -0.01 0.01 0.02 -0.0179
C -4.304737 -1.076383 0.725884 -0.06 -0.08 0.02 -0.1993
C -4.676104 -2.507914 1.028320 0.00 0.08 -0.02 -0.0245
N -0.109424 -0.922706 -0.558328 -0.01 -0.11 0.03 -0.0923
C 1.285096 -1.179083 -0.808497 -0.06 0.06 -0.01 -0.3150
C 1.782031 -0.989611 -2.097409 -0.02 -0.03 0.00 -0.0418
C 3.129195 -1.167112 -2.366799 0.01 -0.02 0.01 -0.0694
C 3.985918 -1.538692 -1.338494 -0.03 -0.01 -0.01 -0.0752
C 3.488176 -1.725867 -0.058292 0.02 -0.04 0.01 -0.0435
C 2.135924 -1.549397 0.237548 0.01 0.02 0.08 -0.2183
C 1.650597 -1.733783 1.655081 0.04 -0.01 -0.09 -0.0207
H 0.482376 -6.412535 1.255118 -0.01 0.01 -0.01 0.0871
H 0.328945 -4.661759 1.426001 0.00 0.00 0.00 0.0748
H 1.261802 -5.348275 0.093773 -0.03 0.00 0.02 0.0903
H -1.334466 -7.562727 0.288003 -0.01 0.04 -0.02 0.1225
H -3.373586 -7.625185 -1.091420 0.02 0.01 0.00 0.1166
H -4.073715 -5.613765 -2.362482 0.02 -0.01 0.02 0.1151
H -2.712955 -3.557612 -2.242699 0.02 -0.04 0.01 0.1261
H 0.483808 -3.301770 -0.939875 0.01 0.01 -0.03 0.1477
H -2.706575 -2.747809 -0.109586 -0.02 0.02 0.03 0.0981
H -3.417818 2.619172 -0.049314 -0.02 -0.04 0.01 0.0955
H -5.594797 2.064537 0.946656 0.01 -0.03 0.01 0.1149
H -6.147654 -0.291507 1.454291 0.04 0.01 -0.02 0.1238
H -5.623773 -2.548359 1.560090 0.00 0.00 -0.01 0.0896
H -3.927572 -3.003545 1.652879 -0.02 0.01 0.00 0.0934
H -4.796606 -3.100023 0.114678 0.02 0.02 0.03 0.0906
H 1.093797 -0.722018 -2.892548 0.02 0.00 0.02 0.1149
H 3.502785 -1.035316 -3.374371 -0.02 0.00 0.02 0.1157
H 5.038538 -1.695386 -1.536366 -0.01 -0.02 0.00 0.1160
H 4.160603 -2.022740 0.739681 -0.02 -0.01 -0.03 0.1257
H 2.161509 -2.572777 2.126779 0.01 0.01 0.00 0.0912
H 0.579111 -1.919674 1.710777 0.02 -0.01 -0.01 0.0588
H 1.869706 -0.846217 2.254844 -0.04 0.01 0.00 0.0887
```
Forces are in eV/Å.

Below is a structure of composition C50H31N9PPdS2 at a distorted geometry, with properties calculated with wB97M-V/def2-TZVPD.

Multiplicity   5
<S²>   6.15
E_HOMO (spin up / spin down)   -0.124 / -0.124 hartree
Kohn-Sham gap (spin up / spin down)   4.3557 / 2.9739 eV
Total charge   -1

The geometry in XYZ format:
```
94
Properties=species:S:1:pos:R:3:forces:R:3:mulliken_spin:R:1
Pd 0.689800 0.097114 -0.239145 -0.10 -0.80 -0.18 -0.0390
C 4.200876 4.565800 3.028913 0.21 -1.92 0.65 -0.0071
C 3.695857 5.482305 2.128787 0.13 -0.12 -0.37 0.0222
C 2.845396 5.046052 1.125553 -0.98 -2.52 -0.85 0.0033
C 2.566370 3.630335 1.016718 1.43 2.55 1.36 0.0392
C 1.687685 2.822157 0.192785 -1.33 1.27 -1.50 0.0261
N 0.929378 3.419025 -0.786680 2.13 -0.57 2.28 0.0635
C 0.143790 2.677408 -1.494655 -2.89 -0.13 -3.16 0.0449
C -0.645454 3.260959 -2.647471 0.25 1.42 0.20 0.0239
C -0.740436 4.590609 -3.090766 -0.84 -1.91 -0.77 -0.0104
C -1.575117 4.821479 -4.209078 1.67 0.85 1.18 0.0304
C -2.220793 3.810495 -4.835748 -0.86 -1.61 -0.48 -0.0147
C -2.159346 2.496000 -4.355442 -0.58 -0.22 -0.49 0.0504
C -1.366962 2.238378 -3.263860 -0.09 -0.83 0.53 0.0660
C -1.083484 0.967855 -2.505886 0.64 1.56 -0.28 0.1846
N -1.474391 -0.232015 -2.842926 0.78 0.01 0.88 -0.1439
C -1.086457 -1.386824 -2.221901 0.65 3.96 0.87 0.3309
N -0.233473 -1.469830 -1.061543 -1.33 0.19 -2.24 0.0077
C -0.084733 -2.773477 -0.811566 0.02 0.38 -0.02 0.0831
N 0.720842 -3.348494 0.042296 1.77 0.41 2.08 0.1283
C 1.571513 -2.572618 0.839136 -2.27 -1.17 -2.84 0.1167
N 1.640834 -1.247200 0.891963 1.70 -0.07 1.67 -0.0174
C 2.716524 -0.967777 1.805735 -1.37 4.69 -1.26 0.3206
N 3.109574 0.354604 2.128536 -0.08 -2.40 -0.08 -0.1288
C 2.682063 1.451662 1.578311 -0.31 -3.27 0.12 0.1484
N 1.764687 1.548457 0.558760 -0.26 0.78 -0.78 -0.0044
C 3.173230 2.735433 1.918802 -0.86 1.55 -0.54 0.0393
C 3.915309 3.141978 2.970881 1.58 1.98 1.16 0.0499
C 3.291345 -2.152920 2.262115 1.19 -1.44 1.05 0.0374
C 4.356584 -2.431038 3.171656 -1.31 -0.95 -0.90 0.1141
C 4.628080 -3.787593 3.419584 -0.24 0.89 -0.90 -0.0421
C 3.934512 -4.795558 2.722098 0.60 -1.02 0.82 0.0897
C 2.904274 -4.535403 1.864145 -0.36 1.05 -1.08 -0.0320
C 2.594571 -3.188356 1.625550 0.44 -0.76 1.15 0.1145
C -0.938010 -3.543799 -1.713939 -1.40 -0.22 -1.08 0.1058
C -1.329281 -4.873493 -1.732180 0.96 -0.32 0.46 -0.0617
C -2.252313 -5.287815 -2.686408 0.13 -0.65 0.42 0.1130
C -2.818669 -4.380791 -3.569543 -0.12 0.20 -0.33 -0.0581
C -2.508710 -3.016934 -3.555991 0.05 -1.05 -0.27 0.1436
C -1.550487 -2.619459 -2.635132 0.25 -2.02 1.24 -0.0025
N -0.187946 1.400494 -1.496788 0.74 -2.55 1.37 0.0106
H 4.859377 4.947899 3.796082 0.02 -0.17 0.20 0.0000
H 4.019900 6.530294 2.167131 -0.34 -0.47 0.13 0.0017
H 2.383525 5.717785 0.421806 -0.05 0.14 -0.10 0.0026
H -0.189250 5.383773 -2.655186 0.39 0.50 0.51 0.0027
H -1.591083 5.818312 -4.599333 -0.26 0.43 -0.21 0.0024
H -2.817627 3.964447 -5.722371 -0.07 0.32 -0.05 -0.0001
H -2.771373 1.716981 -4.838241 0.53 0.33 0.34 0.0032
H 4.301884 2.398975 3.705008 -0.26 0.88 -0.61 0.0028
H 4.816430 -1.556041 3.569257 0.69 0.09 0.64 0.0081
H 5.424247 -4.169647 4.031370 0.29 0.50 0.44 -0.0026
H 4.257096 -5.839646 2.913062 -0.34 0.74 -0.21 0.0053
H 2.410446 -5.278036 1.255900 -0.13 -0.25 0.25 0.0042
H -0.874619 -5.611178 -1.046615 -0.32 0.59 -0.33 0.0026
H -2.522566 -6.357967 -2.709196 0.04 0.73 -0.13 0.0075
H -3.511249 -4.786530 -4.293969 -0.16 0.22 -0.11 -0.0020
H -2.975544 -2.357354 -4.276745 0.11 0.19 0.25 0.0113
N 5.313015 -2.403546 -5.730151 0.24 -0.64 -0.57 1.4684
C 4.602235 -1.316251 -5.876295 0.02 0.55 1.20 0.0142
C 4.352228 -0.667881 -7.115773 -0.49 1.03 0.52 0.2768
C 3.725094 0.584973 -7.121857 0.16 -0.58 1.03 -0.1220
C 3.316158 1.137753 -5.905316 -0.42 -0.63 1.33 0.2390
C 3.470211 0.476775 -4.653463 1.05 -0.99 -1.71 -0.1278
C 4.162242 -0.735709 -4.633207 -1.01 1.33 -0.17 0.2542
H 4.688333 -1.193649 -7.973163 0.16 -0.09 -0.86 -0.0155
H 3.492070 1.189311 -7.980293 0.22 -0.34 -0.57 -0.0004
H 2.747275 2.048688 -5.837555 0.04 0.37 -0.48 0.0180
H 3.068902 0.916790 -3.766541 -0.10 0.16 0.44 -0.0024
H 4.340956 -1.243173 -3.695979 0.08 -0.17 -0.10 -0.0022
S -1.104067 1.767000 2.044920 1.72 -0.77 1.57 0.0044
P -2.934279 1.164711 2.389277 -1.30 1.69 -2.47 -0.0014
S -3.756768 2.095237 0.750386 -1.26 -0.93 0.78 0.0019
C -3.793908 1.609111 3.948517 1.28 0.01 -1.04 -0.0002
C -3.250010 1.129328 5.123639 -0.39 -0.09 0.01 -0.0004
C -4.000607 1.111773 6.268335 -0.26 0.05 0.61 0.0000
C -5.289118 1.658351 6.285681 1.22 0.30 -1.96 0.0000
C -5.762507 2.229006 5.110834 -0.20 -0.17 -0.63 0.0000
C -5.025808 2.177773 3.902434 -1.17 -0.19 1.75 0.0004
C -3.305907 -0.618607 2.548263 1.83 -0.50 -0.30 -0.0011
C -2.201041 -1.513267 2.605146 -1.15 0.33 0.01 -0.0018
C -2.442897 -2.852160 2.870415 -0.59 0.34 -0.02 -0.0005
C -3.716917 -3.295125 3.170306 -0.51 -0.09 0.56 0.0002
C -4.789314 -2.400900 3.144756 0.26 -0.84 -0.73 0.0002
C -4.598481 -1.098303 2.729687 0.36 -0.37 0.59 0.0001
H -2.297784 0.655391 5.065802 0.69 -0.23 0.21 0.0001
H -3.595294 0.629305 7.143065 0.01 -0.01 0.27 0.0000
H -5.893152 1.612161 7.132731 -0.86 -0.01 1.36 0.0000
H -6.773948 2.617900 5.056241 0.01 0.07 0.18 0.0000
H -5.488023 2.405119 2.968799 -0.06 0.51 -0.55 0.0001
H -1.173300 -1.185750 2.471897 -0.24 0.32 -0.13 0.0025
H -1.655626 -3.554342 2.839037 0.92 -0.62 0.09 -0.0005
H -3.887344 -4.324834 3.503379 0.10 0.31 -0.32 0.0000
H -5.790812 -2.781764 3.305677 -0.02 0.12 0.17 0.0000
H -5.478434 -0.500462 2.656735 -0.20 0.78 -0.15 0.0002
```
Forces are in eV/Å.

Number 1: E -2123.74079 Ha. Number 2: E -3682.44242 Ha.